The following is a DFT calculation (the ωB97M-V functional and the def2-TZVPD basis) of 2 unconnected molecules or ions with the total composition HO2PS.

## Properties
Spin multiplicity: 1
Energy relative to the best compared isomer or geometry (same formula, charge and spin) in kcal/mol: 72.1
HOMO energy (alpha / beta) in eV: -9.5 / -9.5
SMILES string: O=P.O=S
LUMO energy (alpha / beta) in eV: -1.7031 / -1.7011
F_max in eV/Å: 1.931

Element x y z (Å)
O 1.426 1.377 0.441
O -2.661 -0.210 0.376
P 1.511 0.054 -0.231
S -3.231 -1.013 -0.739
H 2.955 -0.208 0.152